2 unconnected molecules or ions with the total composition C4H10NO in a non-equilibrium geometry, computed with ωB97M-V/def2-TZVPD.

Last column: Mulliken charge in e.
Atoms and positions in Å:
O (0.33088, 1.52862, 0.63422)  -0.598
N (1.89303, -0.49982, -0.48386)  -0.104
C (-0.94333, 1.65621, -0.05586)  -0.457
C (-1.66523, 0.05050, -0.33615)  -0.083
C (-2.22212, -1.18349, 0.17149)  -0.710
C (2.67207, -1.10029, 0.28062)  -0.093
H (2.65222, -1.12829, 1.33286)  0.292
H (-0.81246, 2.01324, -1.03026)  0.350
H (0.18717, 1.55789, 1.59726)  0.332
H (3.37028, -1.84525, -0.16677)  0.258
H (-1.94604, 0.29696, -1.34150)  0.239
H (-1.78147, 2.18602, 0.43179)  0.364
H (-2.98217, -1.68857, -0.38164)  0.258
H (2.09434, -0.43891, -1.55313)  0.341
H (1.27551, 0.31687, -0.18022)  0.326
H (-2.12267, -1.72168, 1.08116)  0.285

Values from the calculation:
Lowest unoccupied orbital energy (eV): -5.0
ΔE to the lowest compared entry with this formula, charge and spin (kcal/mol): 97.7
Total charge: +1
Molecular weight (g/mol): 88.1
HOMO level (Eh): -0.4726
Max |F| (eV/Å): 5.58
Calculated total energy (Ha): -288.00734


A molecular structure, C41H46FGaN5O14 in a non-equilibrium geometry, computed with ωB97M-V/def2-TZVPD.

Last column: Mulliken charge in e.
Atoms and positions in Å:
Ga (2.64498, -3.35780, -5.12441)  -0.544
F (6.49308, -5.16739, -4.86911)  -0.410
O (-11.88760, -0.90493, 4.26868)  -0.602
O (2.25724, 6.88011, 2.47939)  -0.630
O (-12.25473, -2.67851, 5.43874)  -0.608
O (0.75553, 8.12879, 3.38961)  -0.615
O (2.61517, 0.91959, -3.04896)  -0.383
O (-5.96633, 0.63825, 2.94294)  -0.675
O (-2.08645, -3.55968, -1.39202)  -0.425
O (-4.70267, 2.13442, 3.84232)  -0.618
O (4.23025, 3.61809, 0.95544)  -0.600
O (1.72687, -0.01036, 4.73452)  -0.631
O (4.59725, 2.56453, -0.89161)  -0.597
O (3.35505, 1.38296, 4.50193)  -0.710
O (1.62528, -1.01146, -3.21555)  -0.476
O (-2.49252, -4.30349, -3.41844)  -0.371
N (4.24630, 3.54598, -0.26147)  1.075
N (-11.51469, -1.85157, 4.93609)  0.996
N (2.61851, 0.50315, 4.08328)  1.141
N (1.40196, 7.10061, 3.31986)  1.011
N (-4.87964, 1.16301, 3.13311)  1.087
C (1.44767, -4.62371, -6.24354)  -1.032
C (4.02968, 0.18098, 0.65131)  -0.759
C (4.72098, -5.21673, -3.35416)  -1.307
C (3.20440, -0.80015, 0.11879)  -0.704
C (-1.51486, -0.54616, 1.24624)  -0.555
C (5.43604, -4.35361, -4.36254)  0.689
C (3.83847, 0.61222, 1.95455)  -0.437
C (1.13241, 6.05212, 4.31546)  0.118
C (3.39654, 5.77668, -3.12061)  -0.573
C (-7.83431, -1.24107, 4.80150)  -0.199
C (-2.77594, -1.08149, 1.02159)  -0.477
C (-0.89122, -4.82538, -5.21173)  -0.650
C (-2.46046, 1.12660, 2.68922)  -0.540
C (2.18432, -1.35223, 0.88039)  -0.918
C (1.98651, -0.92718, 2.18004)  -0.323
C (0.14310, 6.25984, 5.26079)  -0.476
C (-7.35954, -2.33055, 5.51957)  -0.462
C (2.89889, -0.29910, -5.09008)  -0.907
C (-2.54672, -3.37598, -2.43517)  0.153
C (3.02887, 6.93725, -2.45138)  -0.392
C (2.35468, -1.47422, -5.91440)  -0.857
C (-0.12411, 5.26277, 6.18450)  -0.385
C (3.81181, 4.72286, -1.02270)  0.091
C (0.59847, 4.07629, 6.15710)  -0.726
C (-1.35750, 0.55730, 2.07571)  -0.366
C (-3.71074, 0.57666, 2.46483)  0.020
C (1.86498, 4.87830, 4.27960)  -0.417
C (-10.06775, -2.01038, 5.14998)  0.144
C (3.04743, 6.98139, -1.06319)  -0.461
C (-8.24574, -3.25476, 6.05763)  -0.367
C (-9.60935, -3.09572, 5.87531)  -0.432
C (1.59463, 3.88561, 5.20871)  -0.340
C (2.32208, -0.22012, -3.72532)  0.740
C (4.60444, -3.88928, -5.52909)  -0.987
C (-9.19754, -1.07793, 4.61332)  -0.536
C (-1.71219, -3.76602, -4.52913)  -0.317
C (2.81813, 0.05069, 2.70426)  0.122
C (-0.00526, -4.11781, -6.28206)  -0.366
C (3.43921, 5.86773, -0.34033)  -0.407
C (3.79192, 4.65896, -2.40493)  -0.278
C (-3.88392, -0.51871, 1.63468)  -0.389
H (3.35176, -1.14088, -0.89963)  0.978
H (-0.37197, 0.97129, 2.24504)  0.468
H (4.47562, 1.37886, 2.36670)  0.437
H (1.53198, -5.65119, -5.89772)  0.501
H (4.13228, -6.01112, -3.80077)  0.245
H (3.98373, -0.28196, -5.09450)  0.256
H (4.12504, -4.63067, -2.67308)  0.284
H (-0.41924, 7.18177, 5.28269)  0.446
H (-0.41341, -4.29769, -7.27432)  0.390
H (-7.87294, -4.10194, 6.61750)  0.375
H (5.07323, -2.99309, -5.94575)  0.368
H (-3.10505, -2.47002, -2.70511)  0.427
H (2.36443, 0.77511, -2.12697)  0.254
H (2.15846, 2.96312, 5.19024)  0.592
H (-2.33755, 1.98463, 3.33405)  0.550
H (2.88078, -1.46281, -6.86838)  0.536
H (1.54402, -2.11440, 0.45529)  0.606
H (0.38379, 3.29611, 6.87619)  0.435
H (-6.29383, -2.46055, 5.65917)  0.392
H (5.48606, -5.69492, -2.73812)  0.430
H (4.81415, 0.60322, 0.05219)  0.528
H (-2.89144, -1.93870, 0.37052)  0.507
H (1.18830, -1.36042, 2.76633)  0.622
H (-0.04604, -3.05324, -6.06083)  0.136
H (-0.99881, -3.04902, -4.12023)  0.236
H (2.21347, -3.53814, -3.59578)  -0.258
H (-9.56647, -0.23189, 4.05220)  0.455
H (1.30655, -1.26736, -6.13498)  0.449
H (-7.14239, -0.52204, 4.38560)  0.419
H (-2.32514, -3.23154, -5.25416)  0.264
H (-0.22275, -5.34011, -4.53332)  0.327
H (1.83837, -4.55242, -7.25967)  0.419
H (2.60923, 0.63638, -5.57981)  0.364
H (2.75798, 7.88414, -0.54254)  0.426
H (2.72618, 7.81110, -3.01432)  0.375
H (-0.89904, 5.40938, 6.92482)  0.396
H (5.90823, -3.52862, -3.83794)  0.153
H (4.66294, -4.62998, -6.32041)  0.465
H (2.63872, 4.72638, 3.53975)  0.570
H (-10.29841, -3.81443, 6.29387)  0.439
H (3.37671, 5.74362, -4.20136)  0.386
H (-0.65052, -0.99192, 0.77174)  0.487
H (-1.52165, -5.52687, -5.75035)  0.207
H (3.45114, 5.90350, 0.73881)  0.538
H (4.07766, 3.75512, -2.92495)  0.475
H (-4.86542, -0.93610, 1.46321)  0.496

Values from the calculation:
Lowest unoccupied orbital energy (eV): 0.6
Total charge: -1
Molecular weight (g/mol): 921.6
HOMO level (Eh): -0.1770
Max |F| (eV/Å): 4.11
Calculated total energy (Ha): -4941.29677


2 unconnected molecules or ions with the total composition CH5N2O in a non-equilibrium geometry, computed with ωB97M-V/def2-TZVPD.

Last column: Mulliken charge in e.
Atoms and positions in Å:
O (-2.27546, 0.79606, -0.05362)  -0.156
N (-2.20382, -0.62839, -0.37419)  -0.251
N (0.86228, 0.25043, -0.17618)  -0.708
C (-1.55449, -0.07381, 0.63211)  0.528
H (1.10732, 1.27167, -0.29478)  0.304
H (-1.38012, -0.20048, 1.72147)  0.351
H (1.43544, -0.14446, 0.55201)  0.303
H (0.95415, -0.28071, -0.99556)  0.281
H (-1.74935, -0.69603, -1.32377)  0.349

Values from the calculation:
Lowest unoccupied orbital energy (eV): -6.6
ΔE to the lowest compared entry with this formula, charge and spin (kcal/mol): 125.2
Total charge: +1
Molecular weight (g/mol): 61.1
HOMO level (Eh): -0.5998
Max |F| (eV/Å): 3.64
Calculated total energy (Ha): -225.40754


A molecular structure, C27H72CuN5O14 in a non-equilibrium geometry, computed with ωB97M-V/def2-TZVPD.

Last column: Mulliken charge in e.
Atoms and positions in Å:
Cu (-4.26815, -1.32919, 1.92846)  0.879
O (4.17085, -1.44988, 5.41961)  -0.327
O (-6.30943, 7.00042, -2.51803)  -0.282
O (3.10523, -1.01781, -6.84106)  -0.474
O (7.90025, -0.79893, -2.47668)  -0.293
O (-6.32767, 0.06828, 3.03054)  -0.190
O (9.63482, -4.26226, -3.83618)  -0.293
O (-1.90021, 0.62256, 4.12764)  -0.436
O (-0.88891, -1.35183, -0.04336)  -0.434
O (-5.41021, -1.79022, -0.53108)  -0.176
O (0.87416, -0.64226, -0.91678)  -0.327
O (-3.84135, 5.02638, -5.16764)  -0.336
O (3.41018, -6.73143, 0.48921)  -0.483
O (0.73877, -2.68165, -0.41326)  -0.423
O (-1.17904, -0.72009, 8.10491)  -0.336
N (0.24952, -1.57823, -0.43508)  1.169
N (6.95854, -2.92117, -4.07236)  -0.399
N (-5.78140, 0.78777, 0.50865)  -0.190
N (1.28012, -1.23557, 6.50107)  -0.110
N (-4.18627, 4.93672, -2.52449)  -0.274
C (1.78646, -1.92835, 5.32920)  -0.711
C (10.91800, -4.68623, -4.34155)  -0.718
C (-7.30665, 0.92405, 2.49147)  -0.623
C (2.93046, -1.19947, 4.71469)  -0.803
C (1.84343, -0.79927, -6.35170)  -0.477
C (7.16801, -4.36697, -3.91629)  -0.489
C (-3.63095, 5.81410, -6.33697)  -0.803
C (-6.02303, -0.88145, -1.33068)  -0.812
C (5.31936, -0.74664, 4.89466)  -0.703
C (-0.87766, 0.63330, 8.41002)  -0.666
C (0.59596, -2.22498, 7.34510)  -0.730
C (-6.56331, 1.69326, 1.37548)  -0.861
C (8.49961, -4.73534, -4.60457)  -0.825
C (-3.01152, 4.26607, -3.02421)  -0.762
C (-0.14559, -1.61638, 8.60978)  -0.730
C (-5.25017, 7.01080, -1.55259)  -0.672
C (3.54473, -7.94737, -0.28661)  -0.490
C (-4.82943, -2.83684, -1.24551)  -0.817
C (6.13187, -2.41037, -2.95280)  -0.721
C (8.31344, 0.57042, -2.26190)  -0.720
C (6.50371, -1.00697, -2.62566)  -0.581
C (-7.37498, 7.92582, -2.27310)  -0.741
C (-3.97732, 6.30816, -2.09597)  -0.491
C (-1.29640, 1.82700, 3.73720)  -0.657
C (-6.58052, -0.26106, 4.41857)  -0.816
C (-2.61546, 4.86891, -4.39612)  -0.539
C (-6.72930, 0.23316, -0.50922)  -0.720
H (-1.85159, 2.38527, 2.98341)  0.250
H (-1.92446, 4.21096, -4.92313)  0.491
H (-6.75183, 0.62429, 5.03088)  0.340
H (-5.60558, -3.34727, -1.81574)  0.318
H (8.49256, -4.36467, -5.62958)  0.371
H (2.08995, -0.83591, 6.95334)  0.264
H (-1.34929, 0.26905, 4.82986)  0.254
H (3.97901, -7.80881, -1.27673)  0.227
H (2.22287, -2.89121, 5.59480)  0.339
H (-1.25871, 2.50214, 4.59210)  0.292
H (7.82303, 0.90823, -1.34895)  0.285
H (-5.29988, -0.33660, -1.93756)  0.396
H (3.09896, -1.44727, 3.66669)  0.527
H (0.00627, 0.85664, 7.81262)  0.245
H (-7.97202, 7.54416, -1.44486)  0.282
H (9.39864, 0.56981, -2.15958)  0.237
H (1.86839, -0.10624, -5.51076)  0.219
H (2.59304, -8.47834, -0.30781)  0.245
H (6.10071, -0.70521, -1.65889)  0.451
H (2.65997, -6.21593, 0.18416)  0.280
H (-7.38464, -0.99140, 4.50843)  0.345
H (8.57814, -5.81575, -4.72556)  0.520
H (-0.58442, -2.40300, 9.22358)  0.373
H (-3.16342, 3.19107, -3.12118)  0.258
H (-4.32712, -3.53923, -0.58036)  0.231
H (1.29857, -2.93653, 7.77885)  0.433
H (10.98420, -4.34923, -5.37603)  0.302
H (8.16186, 1.23738, -3.11059)  0.296
H (6.08746, -0.36100, -3.39868)  0.310
H (-8.14418, 0.33510, 2.11757)  0.318
H (-4.91550, 5.02472, -3.21773)  0.322
H (-4.09097, -2.36689, -1.89508)  0.353
H (-3.18966, 6.79876, -6.18269)  0.320
H (-6.71991, -1.35928, -2.01926)  0.459
H (-4.57977, 6.01625, -6.83392)  0.276
H (11.68025, -4.25112, -3.69521)  0.228
H (5.00451, 0.28860, 4.76336)  0.310
H (-1.65768, 1.31741, 8.07585)  0.237
H (-7.00649, 8.93847, -2.10923)  0.311
H (11.04042, -5.76807, -4.28930)  0.286
H (-5.72361, -0.77136, 4.85834)  0.224
H (-5.19892, 1.44551, 0.01046)  0.235
H (7.86723, -2.49755, -3.95020)  0.377
H (-7.71200, 1.59176, 3.25170)  0.500
H (-8.02958, 7.93233, -3.14463)  0.233
H (-7.49285, -0.35698, -0.00244)  0.313
H (-0.28501, 1.74945, 3.33825)  0.279
H (4.26352, -8.61278, 0.19157)  0.221
H (6.09842, -0.71124, 5.65617)  0.254
H (5.06714, -2.53748, -3.14854)  0.343
H (5.66773, -1.19508, 3.96426)  0.262
H (6.24016, -2.96333, -2.01975)  0.344
H (-3.01531, 5.27939, -7.06027)  0.315
H (0.94714, -2.22191, 4.69875)  0.425
H (-7.21072, 1.00533, -1.10928)  0.460
H (2.68461, -0.13923, 4.65499)  0.361
H (0.53801, -1.14004, 9.31255)  0.402
H (1.23774, -1.66926, -6.09798)  0.246
H (-2.17877, 4.31444, -2.32257)  0.399
H (-5.76661, 2.31299, 1.78693)  0.379
H (7.28072, -4.57651, -2.85258)  0.324
H (-3.63670, 6.96462, -2.89668)  0.234
H (6.36288, -5.00980, -4.27215)  0.368
H (-0.17038, -2.83783, 6.87049)  0.366
H (3.64498, -1.52826, -6.23301)  0.280
H (-2.17731, 5.85676, -4.25376)  0.331
H (-7.19990, 2.34780, 0.78014)  0.459
H (-3.17265, 6.30103, -1.36074)  0.378
H (-5.00337, 8.04935, -1.33211)  0.420
H (1.41544, -0.36335, -7.25442)  0.205
H (-0.68576, 0.74481, 9.47718)  0.340
H (-5.62080, 6.53807, -0.64306)  0.333

Values from the calculation:
Spin multiplicity: 2
Lowest unoccupied orbital energy (spin up / spin down) (eV): -4.6 / -6.9
ΔE to the lowest compared entry with this formula, charge and spin (kcal/mol): 152.4
Total charge: +1
Molecular weight (g/mol): 754.4
HOMO level (spin up / spin down) (Eh): -0.3720 / -0.3720
Max |F| (eV/Å): 3.27
Calculated total energy (Ha): -4038.74348